Entry 1:
{"formula": "C20H31N7O8SSn", "method": "the ωB97M-V functional and the def2-TZVPD basis", "elements": ["Sn", "O", "C", "O", "C", "N", "C", "C", "N", "C", "C", "N", "C", "C", "N", "C", "C", "C", "C", "O", "O", "C", "C", "O", "O", "C", "C", "O", "O", "H", "H", "H", "H", "H", "H", "H", "H", "H", "H", "H", "H", "H", "H", "H", "H", "H", "H", "H", "H", "H", "H", "H", "H", "C", "C", "C", "N", "N", "C", "N", "S", "H", "H", "H", "H", "H", "H", "H"], "xyz": [[-0.3245, -0.3930, -0.3436], [-3.2757, 0.4974, -3.4604], [-2.1297, 0.4698, -2.9943], [-1.5457, -0.4716, -2.3755], [-1.2377, 1.7127, -3.2217], [-0.6483, 2.2593, -2.0035], [-1.6031, 3.0975, -1.2946], [-2.5327, 2.3457, -0.3481], [-1.9421, 1.5567, 0.7412], [-1.1597, 2.3359, 1.7103], [0.2618, 2.7797, 1.3352], [1.2886, 1.7410, 1.2548], [2.4325, 2.1773, 0.4369], [2.9167, 1.1842, -0.6256], [1.9723, 0.8683, -1.7069], [1.7552, 1.9877, -2.6184], [0.6042, 2.9398, -2.2781], [2.4799, -0.2824, -2.4640], [2.4578, -1.6571, -1.7513], [3.4593, -2.3647, -1.9022], [1.3723, -1.9714, -1.1581], [1.6987, 1.4201, 2.6347], [2.7237, 0.2841, 2.9062], [3.1432, 0.2797, 4.0863], [2.9733, -0.5156, 1.9800], [-3.0601, 0.8652, 1.4215], [-3.2204, -0.6579, 1.1994], [-4.1626, -1.1613, 1.8280], [-2.4103, -1.2231, 0.4135], [-1.8158, 2.4774, -3.7582], [-0.4382, 1.3624, -3.8765], [-2.2591, 3.6261, -2.0059], [-1.0742, 3.8744, -0.7488], [-3.1349, 1.6550, -0.9421], [-3.2168, 3.1045, 0.0735], [-1.0858, 1.7346, 2.6164], [-1.7146, 3.2561, 1.9704], [0.5518, 3.5229, 2.1017], [0.2376, 3.3072, 0.3914], [3.2901, 2.3840, 1.0915], [2.1952, 3.1260, -0.0499], [3.1641, 0.2590, -0.1117], [3.8442, 1.6021, -1.0639], [1.5585, 1.5766, -3.6094], [2.6708, 2.5976, -2.7152], [0.5054, 3.6412, -3.1288], [0.8700, 3.5440, -1.4144], [3.5061, -0.1052, -2.8127], [1.8362, -0.4293, -3.3364], [0.8101, 1.1411, 3.2026], [2.1165, 2.3217, 3.1122], [-4.0158, 1.2910, 1.1058], [-2.9984, 1.0007, 2.5009], [-0.2704, -1.6563, 6.7926], [-1.3590, -1.7477, 5.7147], [-0.7873, -2.0019, 4.3592], [-0.9077, -1.2044, 3.3609], [-0.2392, -1.6025, 2.2419], [0.4113, -2.7159, 2.3835], [1.1263, -3.3431, 1.4140], [0.2054, -3.3988, 3.9907], [-0.6861, -1.2959, 7.7364], [0.5198, -0.9750, 6.4722], [0.1850, -2.6333, 6.9682], [-1.9080, -0.8098, 5.6474], [-2.0724, -2.5367, 5.9669], [1.3664, -2.7610, 0.6037], [1.9046, -3.8909, 1.7345]], "forces_ev_per_angstrom": [[-0.5788, 0.1468, -0.1170], [0.3498, -0.1395, 0.0947], [-0.1431, 0.3170, -0.0532], [-0.0063, -0.1169, 0.2345], [-0.0535, -0.2026, -0.0298], [0.0045, 0.0015, -0.0443], [-0.0762, -0.0746, 0.1120], [0.1064, -0.0535, -0.1244], [-0.0482, 0.0999, -0.0103], [0.1173, 0.0149, -0.0193], [-0.0390, -0.0725, -0.1329], [-0.0389, 0.0093, 0.1811], [-0.0250, -0.1892, -0.0590], [-0.2214, -0.0458, 0.1270], [0.0751, 0.0680, -0.0746], [-0.1034, -0.0011, 0.0222], [0.1173, -0.0664, 0.0042], [-0.0987, -0.1128, 0.0726], [0.2879, -0.0193, -0.1152], [-0.3048, 0.0819, 0.0999], [0.1581, 0.0404, 0.0908], [0.1014, -0.0761, 0.0061], [-0.1665, -0.3689, -0.1186], [-0.0320, 0.1105, -0.1117], [0.0294, 0.1499, -0.0043], [0.0096, -0.1717, 0.0432], [-0.1217, 0.0596, 0.1981], [0.2408, 0.0539, -0.2406], [0.1377, -0.0210, -0.2265], [0.0030, 0.0600, -0.0031], [0.0155, 0.0435, 0.0106], [-0.0117, 0.0068, -0.0305], [0.0498, 0.0676, 0.0051], [-0.0558, 0.0180, 0.0394], [-0.0593, -0.0318, 0.0199], [-0.0613, -0.0133, -0.0091], [-0.0092, 0.0082, 0.0723], [-0.0506, 0.0793, -0.0180], [0.0290, 0.0059, -0.0011], [0.0107, -0.0641, -0.0425], [0.0095, 0.0768, 0.0677], [0.0182, -0.0947, 0.1037], [0.0036, -0.0415, 0.0139], [0.0462, -0.0033, 0.0062], [0.0213, 0.0113, -0.0285], [0.0064, 0.0340, -0.0074], [-0.0386, 0.0074, -0.0109], [0.0323, -0.0067, -0.0169], [0.0078, 0.0886, -0.0194], [-0.0216, -0.0193, -0.0007], [-0.0529, 0.0869, 0.0035], [-0.0287, 0.1168, 0.0625], [0.0841, 0.0067, -0.0073], [-0.0551, 0.0147, -0.1141], [0.1603, -0.0414, 0.0810], [0.2272, -0.1990, -0.1868], [-0.0427, 0.1094, 0.0431], [0.3115, -0.0386, -0.1104], [0.0063, -0.0070, 0.4124], [-0.1375, 0.1959, 0.0514], [-0.0442, 0.1757, -0.1476], [0.0039, -0.0400, -0.0163], [-0.0164, -0.0049, 0.0356], [0.0173, 0.0359, 0.0111], [-0.0489, 0.0156, -0.0529], [-0.0478, 0.0346, 0.0118], [-0.0487, -0.1210, -0.1026], [0.0894, 0.0055, 0.0701]], "lowdin_charge": [1.55, -0.02, -0.68, -0.18, -0.12, -0.16, -0.18, -0.17, -0.20, -0.17, -0.20, -0.16, -0.16, -0.17, -0.19, -0.19, -0.19, -0.13, -0.67, -0.01, -0.23, -0.14, -0.72, -0.09, -0.05, -0.12, -0.69, -0.04, -0.19, 0.11, 0.11, 0.12, 0.10, 0.12, 0.12, 0.10, 0.12, 0.12, 0.06, 0.13, 0.09, 0.10, 0.12, 0.10, 0.12, 0.12, 0.08, 0.12, 0.12, 0.10, 0.11, 0.11, 0.11, -0.12, -0.25, -0.61, 0.04, -0.04, -0.68, 0.12, 1.05, 0.06, 0.08, 0.06, 0.11, 0.10, 0.05, 0.09], "e_tot_ha": -2378.557383, "orbital_gap_ev": 6.41, "total_charge": -2, "fmax_ev_per_a": 0.608}

=====

Entry 2:
{"formula": "C3I3N", "method": "the ωB97M-V functional and the def2-TZVPD basis", "elements": ["C", "C", "C", "N", "I", "I", "I"], "xyz": [[1.3255, 0.9450, -0.1392], [1.0349, -0.2918, 0.2417], [-1.2357, -0.1793, 0.3261], [1.4996, 2.0720, -0.3880], [1.5794, -2.2139, 0.0240], [-2.1158, -1.9717, -0.0735], [-2.0879, 1.6398, 0.0089]], "forces_ev_per_angstrom": [[0.8349, 1.1156, -0.2716], [-4.0817, -1.6332, 0.3170], [2.6233, -0.2067, -0.0461], [0.0013, 0.1952, -0.1042], [0.3358, 0.5573, 0.0315], [-0.0091, 0.1751, 0.0522], [0.2955, -0.2033, 0.0212]], "lowdin_charge": [-0.48, -0.72, -1.38, 0.17, 0.90, 0.72, 0.79], "e_tot_ha": -1061.921731, "orbital_gap_ev": [7.63, 6.50], "fmax_ev_per_a": 4.408}

=====

Entry 3:
{"formula": "C3H9BO2S", "method": "the ωB97M-V functional and the def2-TZVPD basis", "elements": ["B", "C", "C", "C", "O", "O", "S", "H", "H", "H", "H", "H", "H", "H", "H", "H"], "xyz": [[2.0131, -0.1814, 0.4501], [-2.9758, -0.3596, -0.5756], [0.5735, -0.1425, -0.5061], [-0.5134, 0.8183, -0.0016], [2.3811, 0.9529, 1.0438], [2.7514, -1.2817, 0.4671], [-1.8492, 0.9615, -1.2200], [-2.6875, -0.4592, 0.4902], [-2.7929, -1.2742, -1.1292], [-4.0323, -0.0732, -0.6024], [1.0261, 0.0818, -1.4626], [0.1624, -1.1209, -0.4501], [-0.8929, 0.4629, 0.9145], [0.0619, 1.8226, 0.2144], [3.2890, 1.0081, 1.3991], [3.4857, -1.2154, 0.9682]], "forces_ev_per_angstrom": [[-3.4104, 0.4557, -1.9733], [0.7343, 0.5788, 0.6096], [2.3019, 0.2159, 2.8136], [2.8445, 1.8759, -1.3823], [1.0342, 1.7519, 1.0064], [-2.8411, -1.9415, -2.5168], [-0.7241, 0.1792, 0.3979], [-0.3227, -0.2783, -0.6185], [-0.1504, -0.1559, 0.1401], [0.3363, 0.0817, -0.2575], [-0.5650, 0.1102, -0.5878], [-0.1614, -1.0990, -0.5875], [-0.5753, -0.2699, 1.1325], [-1.7308, -1.5015, -0.5476], [-0.7152, -0.0969, -0.1706], [3.9451, 0.0935, 2.5419]], "lowdin_charge": [-0.66, -0.39, -0.16, -0.55, 0.19, 0.24, 0.77, 0.03, 0.02, 0.03, 0.09, 0.07, 0.04, 0.11, 0.12, 0.05], "e_tot_ha": -693.295703, "smiles": "CSCCB(O)O", "orbital_gap_ev": 8.34, "fmax_ev_per_a": 4.694}